ORCA calculation (ωB97M-V with the def2-TZVPD basis set) on C3H2AgO2 as an isolated structure in a non-equilibrium geometry.

Each line ends with the natural charge from an NBO analysis.
Atoms and positions in Å:
O 0.40 0.99 0.35  -0.633
C 1.43 -0.48 0.49  0.488
C -0.83 0.88 0.07  0.509
O 0.80 -1.47 0.16  -0.550
C -1.67 0.02 -0.29  -0.506
H -0.50 -1.21 -0.19  0.448
H -2.75 -0.07 -0.34  0.286
Ag 3.12 1.34 -0.26  0.957

Output
Kohn-Sham gap ... 7.53 eV
Energy above the lowest of the compared OMol25 structures with the same formula, charge and spin ... 274.69 kJ/mol
F_max ... 0.0853 hartree/bohr
Net charge ... +1
E ... -11223.956 eV

---

ORCA calculation (ωB97M-V with the def2-TZVPD basis set) on C2H3GdLiO2 as an isolated structure in a non-equilibrium geometry.

Each line ends with the Löwdin spin population.
Atoms and positions in Å:
H -0.03 1.54 -0.72  -0.001
O 1.29 1.76 -0.19  -0.003
C 1.18 0.53 0.19  -0.001
C -0.06 0.07 -0.38  0.013
O -0.83 -0.87 0.26  0.088
Gd -3.09 -1.42 -0.12  7.871
Li 0.26 -1.97 1.18  0.032
H 1.33 0.39 1.28  0.000
H -0.04 -0.02 -1.48  0.001

Output
Kohn-Sham gap (alpha / beta) ... 6.12 / 5.57 eV
Energy above the lowest of the compared OMol25 structures with the same formula, charge and spin ... 239.52 kJ/mol
Spin multiplicity ... 9
F_max ... 0.1102 hartree/bohr
Net charge ... +2
E ... -27235.852 eV

---

ORCA calculation (ωB97M-V with the def2-TZVPD basis set) on C4H8O2 as an isolated structure in a non-equilibrium geometry.

Each line ends with the natural charge from an NBO analysis.
Atoms and positions in Å:
C -1.07 0.02 0.38  0.088
C 0.07 1.05 0.06  -0.460
C 1.08 -0.05 0.34  0.092
C -0.04 -1.08 -0.03  -0.445
H -2.74 -0.65 0.03  0.464
H -1.34 0.05 1.47  0.165
H 0.04 1.95 0.72  0.206
H 0.03 1.54 -0.99  0.225
H 1.27 -0.07 1.46  0.141
H 2.53 1.04 -0.61  0.450
H -0.12 -1.19 -1.23  0.225
H -0.02 -2.03 0.54  0.208
O -2.24 0.12 -0.42  -0.695
O 2.24 -0.15 -0.32  -0.665

Output
Kohn-Sham gap ... 10.25 eV
Energy above the lowest of the compared OMol25 structures with the same formula, charge and spin ... 361.80 kJ/mol
F_max ... 0.1435 hartree/bohr
Net charge ... 0
E ... -8369.532 eV

---

ORCA calculation (ωB97M-V with the def2-TZVPD basis set) on a 5-piece molecular cluster, C12H35FN2O6S2 overall.

Each line ends with the natural charge from an NBO analysis.
Atoms and positions in Å:
C 3.33 0.84 -1.47  -0.622
C 3.51 2.16 -0.72  -0.537
S 2.32 2.50 0.59  0.214
C 0.73 2.92 -0.17  -0.393
N 0.29 2.10 -1.34  -0.690
C 0.05 2.90 -2.58  -0.053
N 1.14 3.82 -2.79  -0.849
S -1.07 1.29 -0.91  2.546
O -2.15 2.18 -0.67  -0.912
O -0.78 0.27 0.03  -0.910
F -1.35 0.61 -2.28  -0.476
H 3.02 0.05 -0.80  0.236
H 2.59 0.92 -2.27  0.206
H 4.27 0.55 -1.93  0.211
H 3.62 3.00 -1.41  0.198
H 4.45 2.13 -0.16  0.238
H 0.05 2.77 0.67  0.233
H 0.67 3.97 -0.44  0.238
H -0.07 2.19 -3.39  0.191
H -0.88 3.46 -2.48  0.187
H 2.02 3.42 -2.50  0.364
H 1.21 4.08 -3.76  0.381
C 0.12 -3.59 1.42  -0.635
C 1.31 -2.87 0.81  -0.066
O 1.09 -2.54 -0.56  -0.728
H -0.10 -4.51 0.87  0.210
H 0.31 -3.85 2.46  0.209
H -0.77 -2.96 1.39  0.199
H 2.19 -3.50 0.84  0.172
H 1.53 -1.96 1.39  0.171
H 0.32 -1.97 -0.59  0.467
C -3.20 -1.38 2.67  -0.638
C -3.45 -1.29 4.16  -0.060
O -2.50 -2.04 4.91  -0.718
H -3.22 -2.42 2.34  0.212
H -3.95 -0.82 2.11  0.215
H -2.22 -0.96 2.41  0.203
H -4.42 -1.71 4.42  0.176
H -3.44 -0.24 4.48  0.153
H -1.62 -1.69 4.72  0.458
C 1.85 -1.57 5.34  -0.633
C 3.02 -0.86 4.68  -0.061
O 2.77 -0.56 3.31  -0.719
H 1.61 -2.49 4.80  0.212
H 2.08 -1.82 6.37  0.216
H 0.96 -0.93 5.33  0.191
H 3.90 -1.50 4.68  0.177
H 3.26 0.06 5.22  0.155
H 2.00 0.02 3.26  0.463
C -2.79 -0.45 -5.20  -0.634
C -3.36 0.70 -6.01  -0.061
O -2.38 1.30 -6.86  -0.721
H -1.94 -0.10 -4.60  0.210
H -3.54 -0.87 -4.53  0.216
H -2.43 -1.25 -5.85  0.199
H -3.70 1.50 -5.36  0.176
H -4.21 0.36 -6.60  0.156
H -2.06 0.63 -7.46  0.460

Output
SMILES ... CCSCN(CN)S(=O)(=O)F.CCO.CCO.CCO.CCO
Kohn-Sham gap ... 9.55 eV
F_max ... 0.0076 hartree/bohr
Net charge ... 0
E ... -52662.984 eV

---

ORCA calculation (ωB97M-V with the def2-TZVPD basis set) on C27H47IrN12O3P2S as an isolated structure in a non-equilibrium geometry.

Each line ends with the Löwdin spin population.
Atoms and positions in Å:
Ir -0.13 0.17 0.16  0.738
N 2.29 -3.14 2.06  0.006
C 1.44 -2.41 1.35  0.020
S 0.60 -1.10 2.13  0.161
N 1.22 -2.72 0.09  0.029
N 0.47 -1.97 -0.66  0.050
C -0.01 -2.35 -1.81  -0.001
C 0.13 -3.69 -2.37  -0.001
C 1.33 -4.41 -2.25  -0.001
C 1.48 -5.63 -2.87  0.001
C 0.42 -6.20 -3.57  0.001
C -0.79 -5.53 -3.65  -0.001
C -0.94 -4.29 -3.07  0.001
C -0.73 -1.32 -2.55  0.004
C -0.96 -1.41 -3.93  -0.001
C -1.64 -0.39 -4.57  -0.003
C -2.05 0.72 -3.83  0.002
C -1.75 0.75 -2.48  0.002
N -1.11 -0.23 -1.85  0.040
H 2.44 -2.94 3.04  0.001
H 2.71 -3.97 1.68  0.000
H 2.16 -3.97 -1.72  0.000
H 2.43 -6.15 -2.82  0.000
H 0.54 -7.15 -4.05  0.000
H -1.63 -5.99 -4.15  0.000
H -1.90 -3.79 -3.09  0.000
H -0.59 -2.25 -4.49  0.000
H -1.84 -0.44 -5.63  0.000
H -2.59 1.53 -4.29  0.000
H -2.02 1.61 -1.89  0.000
C 3.00 -0.54 -3.06  0.000
N 2.94 0.88 -2.78  0.000
C 2.45 1.73 -3.84  0.000
P 2.98 1.33 -1.19  0.003
O 2.23 0.47 -0.25  0.029
O 2.42 2.85 -1.19  0.000
P 0.99 3.44 -0.68  0.001
O -0.06 2.39 -0.69  0.009
N 0.67 4.67 -1.72  -0.001
C 1.69 5.38 -2.47  0.000
C -0.70 4.92 -2.10  0.000
N 1.23 4.03 0.86  0.002
C 1.50 3.05 1.90  0.006
C 1.93 5.29 1.04  0.001
N 4.58 1.48 -0.76  0.001
C 4.99 1.44 0.62  0.000
C 5.50 2.10 -1.68  0.000
H 3.60 -0.71 -3.95  0.000
H 2.00 -0.97 -3.22  0.000
H 3.46 -1.05 -2.22  0.000
H 2.80 1.34 -4.79  0.000
H 2.86 2.74 -3.70  0.000
H 1.36 1.79 -3.85  0.000
H 2.67 5.17 -2.05  0.000
H 1.49 6.46 -2.41  0.000
H 1.68 5.10 -3.53  0.000
H -1.36 4.64 -1.28  0.000
H -0.99 4.37 -3.00  0.000
H -0.83 5.98 -2.31  0.000
H 1.00 2.11 1.65  0.004
H 1.11 3.43 2.85  0.000
H 2.57 2.87 2.01  0.001
H 1.63 5.97 0.26  0.000
H 3.02 5.16 1.02  0.000
H 1.66 5.71 2.01  0.000
H 4.24 0.93 1.21  0.000
H 5.15 2.45 1.02  0.000
H 5.94 0.91 0.69  0.000
H 5.17 1.93 -2.70  0.000
H 6.49 1.67 -1.54  0.000
H 5.58 3.18 -1.50  0.000
C -2.36 2.32 1.25  0.000
N -2.20 0.86 1.42  -0.072
C -3.46 0.22 0.94  -0.002
N -4.61 0.75 1.63  -0.010
C -4.72 2.18 1.42  -0.001
N -3.52 2.82 1.94  -0.008
C -3.40 2.56 3.36  -0.002
N -3.30 1.12 3.55  -0.010
C -2.13 0.60 2.88  0.001
C -4.51 0.48 3.06  -0.002
H -2.45 2.55 0.18  0.000
H -1.47 2.83 1.63  0.000
H -3.39 -0.86 1.11  0.000
H -3.56 0.41 -0.14  0.000
H -5.60 2.57 1.95  -0.001
H -4.83 2.40 0.36  0.000
H -4.28 2.95 3.89  -0.001
H -2.51 3.06 3.76  0.000
H -2.07 -0.48 3.06  0.001
H -1.24 1.08 3.30  0.000
H -5.38 0.90 3.57  -0.001
H -4.47 -0.59 3.24  0.000

Output
Kohn-Sham gap (alpha / beta) ... 4.54 / 4.80 eV
Spin multiplicity ... 2
F_max ... 0.0655 hartree/bohr
Net charge ... +3
E ... -85014.270 eV

---

ORCA calculation (ωB97M-V with the def2-TZVPD basis set) on C25H43NO2RuS4Sb as an isolated structure.

Each line ends with the Löwdin spin population.
Atoms and positions in Å:
Ru -0.28 0.14 0.55  3.410
C -2.64 3.15 0.91  0.010
C -1.30 3.74 1.42  0.014
S 0.03 2.61 1.86  0.110
C -0.35 2.25 3.61  0.010
C -0.17 0.80 4.01  0.008
S -0.99 -0.47 3.03  0.101
C -2.76 -0.19 3.25  0.013
C -3.38 1.06 2.63  0.010
S -2.87 1.36 0.92  0.093
H -2.80 3.44 -0.13  0.000
H -3.48 3.56 1.47  0.002
H -1.46 4.38 2.28  0.003
H -0.87 4.37 0.65  0.000
H -1.36 2.60 3.80  0.000
H 0.32 2.86 4.21  0.002
H -0.49 0.67 5.05  0.002
H 0.88 0.51 3.97  0.002
H -2.96 -0.21 4.32  0.003
H -3.21 -1.09 2.83  0.000
H -3.16 1.95 3.22  0.000
H -4.46 0.94 2.62  0.002
O 5.23 -4.98 4.17  0.001
C 4.70 -3.85 4.68  0.007
O 4.75 -3.61 5.85  0.018
C 4.08 -2.87 3.72  0.080
C 3.33 -3.27 2.62  -0.007
C 2.70 -2.33 1.82  0.068
C 2.85 -0.97 2.11  0.081
S 2.10 0.29 1.20  0.615
C 3.65 -0.57 3.19  0.072
C 4.24 -1.52 4.01  -0.011
H 5.27 -4.94 3.21  0.000
H 3.20 -4.33 2.40  -0.002
H 2.10 -2.64 0.98  0.002
H 3.80 0.49 3.39  0.003
H 4.82 -1.23 4.87  -0.002
C -2.64 0.75 -4.22  0.004
C -2.41 0.66 -2.71  0.013
C -2.83 -0.72 -2.20  0.005
Sb -0.43 1.15 -2.01  0.073
C 1.05 0.42 -3.37  0.020
C 1.40 -1.02 -3.00  0.002
C 0.71 0.56 -4.85  0.005
C -0.32 3.29 -2.16  0.014
C -0.94 3.86 -3.43  0.004
C 1.13 3.72 -1.96  0.000
H -3.72 0.71 -4.42  0.001
H -2.19 -0.09 -4.74  0.000
H -2.27 1.67 -4.66  0.000
H -3.01 1.43 -2.20  0.000
H -2.27 -1.51 -2.70  0.000
H -3.89 -0.89 -2.41  0.000
H -2.70 -0.84 -1.12  0.004
H 1.90 1.07 -3.14  0.000
H 0.54 -1.68 -3.17  0.000
H 1.71 -1.11 -1.96  0.002
H 2.22 -1.38 -3.62  0.000
H -0.03 -0.18 -5.16  0.000
H 1.61 0.38 -5.45  0.002
H 0.34 1.55 -5.12  0.000
H -0.91 3.62 -1.30  0.000
H -0.36 3.60 -4.32  0.000
H -0.94 4.95 -3.36  0.001
H -1.97 3.54 -3.59  0.000
H 1.76 3.41 -2.80  0.000
H 1.58 3.33 -1.05  0.000
H 1.19 4.81 -1.92  0.000
C -0.67 -5.51 -0.60  0.001
C 0.17 -4.34 -1.12  0.005
C -0.14 -3.09 -0.42  0.039
N -0.37 -2.12 0.16  0.079
H -0.43 -6.40 -1.18  0.000
H -1.74 -5.31 -0.71  0.000
H -0.45 -5.72 0.44  0.000
H 0.01 -4.16 -2.18  0.001
H 1.24 -4.52 -0.99  0.001

Output
Kohn-Sham gap (alpha / beta) ... 8.55 / 6.13 eV
Spin multiplicity ... 6
F_max ... 0.0091 hartree/bohr
Net charge ... +2
E ... -84652.676 eV

---

The lowest F_max belongs to which entry?
C12H35FN2O6S2

---

What did the first record say?
ORCA calculation (ωB97M-V with the def2-TZVPD basis set) on C3H2AgO2 as an isolated structure in a non-equilibrium geometry.

Each line ends with the natural charge from an NBO analysis.
Atoms and positions in Å:
O 0.40 0.99 0.35  -0.633
C 1.43 -0.48 0.49  0.488
C -0.83 0.88 0.07  0.509
O 0.80 -1.47 0.16  -0.550
C -1.67 0.02 -0.29  -0.506
H -0.50 -1.21 -0.19  0.448
H -2.75 -0.07 -0.34  0.286
Ag 3.12 1.34 -0.26  0.957

Output
Kohn-Sham gap ... 7.53 eV
Energy above the lowest of the compared OMol25 structures with the same formula, charge and spin ... 274.69 kJ/mol
F_max ... 0.0853 hartree/bohr
Net charge ... +1
E ... -11223.956 eV

---

Repeat the second record exactly.
ORCA calculation (ωB97M-V with the def2-TZVPD basis set) on C2H3GdLiO2 as an isolated structure in a non-equilibrium geometry.

Each line ends with the Löwdin spin population.
Atoms and positions in Å:
H -0.03 1.54 -0.72  -0.001
O 1.29 1.76 -0.19  -0.003
C 1.18 0.53 0.19  -0.001
C -0.06 0.07 -0.38  0.013
O -0.83 -0.87 0.26  0.088
Gd -3.09 -1.42 -0.12  7.871
Li 0.26 -1.97 1.18  0.032
H 1.33 0.39 1.28  0.000
H -0.04 -0.02 -1.48  0.001

Output
Kohn-Sham gap (alpha / beta) ... 6.12 / 5.57 eV
Energy above the lowest of the compared OMol25 structures with the same formula, charge and spin ... 239.52 kJ/mol
Spin multiplicity ... 9
F_max ... 0.1102 hartree/bohr
Net charge ... +2
E ... -27235.852 eV

---

Repeat the fourth record exactly.
ORCA calculation (ωB97M-V with the def2-TZVPD basis set) on a 5-piece molecular cluster, C12H35FN2O6S2 overall.

Each line ends with the natural charge from an NBO analysis.
Atoms and positions in Å:
C 3.33 0.84 -1.47  -0.622
C 3.51 2.16 -0.72  -0.537
S 2.32 2.50 0.59  0.214
C 0.73 2.92 -0.17  -0.393
N 0.29 2.10 -1.34  -0.690
C 0.05 2.90 -2.58  -0.053
N 1.14 3.82 -2.79  -0.849
S -1.07 1.29 -0.91  2.546
O -2.15 2.18 -0.67  -0.912
O -0.78 0.27 0.03  -0.910
F -1.35 0.61 -2.28  -0.476
H 3.02 0.05 -0.80  0.236
H 2.59 0.92 -2.27  0.206
H 4.27 0.55 -1.93  0.211
H 3.62 3.00 -1.41  0.198
H 4.45 2.13 -0.16  0.238
H 0.05 2.77 0.67  0.233
H 0.67 3.97 -0.44  0.238
H -0.07 2.19 -3.39  0.191
H -0.88 3.46 -2.48  0.187
H 2.02 3.42 -2.50  0.364
H 1.21 4.08 -3.76  0.381
C 0.12 -3.59 1.42  -0.635
C 1.31 -2.87 0.81  -0.066
O 1.09 -2.54 -0.56  -0.728
H -0.10 -4.51 0.87  0.210
H 0.31 -3.85 2.46  0.209
H -0.77 -2.96 1.39  0.199
H 2.19 -3.50 0.84  0.172
H 1.53 -1.96 1.39  0.171
H 0.32 -1.97 -0.59  0.467
C -3.20 -1.38 2.67  -0.638
C -3.45 -1.29 4.16  -0.060
O -2.50 -2.04 4.91  -0.718
H -3.22 -2.42 2.34  0.212
H -3.95 -0.82 2.11  0.215
H -2.22 -0.96 2.41  0.203
H -4.42 -1.71 4.42  0.176
H -3.44 -0.24 4.48  0.153
H -1.62 -1.69 4.72  0.458
C 1.85 -1.57 5.34  -0.633
C 3.02 -0.86 4.68  -0.061
O 2.77 -0.56 3.31  -0.719
H 1.61 -2.49 4.80  0.212
H 2.08 -1.82 6.37  0.216
H 0.96 -0.93 5.33  0.191
H 3.90 -1.50 4.68  0.177
H 3.26 0.06 5.22  0.155
H 2.00 0.02 3.26  0.463
C -2.79 -0.45 -5.20  -0.634
C -3.36 0.70 -6.01  -0.061
O -2.38 1.30 -6.86  -0.721
H -1.94 -0.10 -4.60  0.210
H -3.54 -0.87 -4.53  0.216
H -2.43 -1.25 -5.85  0.199
H -3.70 1.50 -5.36  0.176
H -4.21 0.36 -6.60  0.156
H -2.06 0.63 -7.46  0.460

Output
SMILES ... CCSCN(CN)S(=O)(=O)F.CCO.CCO.CCO.CCO
Kohn-Sham gap ... 9.55 eV
F_max ... 0.0076 hartree/bohr
Net charge ... 0
E ... -52662.984 eV